A cluster of 2 separate species, C31H42N3O in total. Source: the Open Molecules 2025 dataset; level of theory: ωB97M-V/def2-TZVPD.

Structure (XYZ):
```
77
Properties=species:S:1:pos:R:3:forces:R:3
C 3.6880 -4.0547 1.7457 0.3406 -0.5825 0.3936
C 3.3798 -3.0372 0.6620 -0.9473 0.8565 -0.0951
N 2.1355 -2.2492 0.9911 0.5445 -3.7792 3.5220
C 2.3231 -1.5517 2.3254 -0.2113 -0.1099 -1.6387
C 2.6198 -2.5512 3.4256 0.1369 -0.3153 0.7591
C 2.6259 -3.9767 2.8534 -0.2560 0.2738 -0.5022
C 1.2492 -4.2303 2.2069 -0.2553 -0.6075 0.3832
C 0.9777 -3.2038 1.1004 0.7510 0.3900 0.1111
H 3.7003 -5.0571 1.2951 0.0501 0.1632 0.2855
H 4.6874 -3.8565 2.1520 -0.1826 -0.1789 0.0377
H 4.1935 -2.3142 0.5409 -0.0736 -0.0416 -0.0123
H 3.2040 -3.5166 -0.3040 0.0101 0.0424 0.1586
H 3.1397 -0.8336 2.1930 -0.0774 -0.0331 -0.0083
H 1.4033 -0.9879 2.5061 0.0261 -0.0689 0.0581
H 3.5936 -2.3152 3.8706 -0.1920 -0.1379 0.0645
H 1.8551 -2.4574 4.2075 0.2557 -0.1386 -0.0341
H 2.8278 -4.7126 3.6352 -0.0432 0.1278 -0.0923
H 1.2082 -5.2429 1.7783 0.0465 0.2156 0.2399
H 0.4564 -4.1659 2.9665 0.2476 -0.1147 -0.1129
H 0.0769 -2.6166 1.3095 0.1373 -0.0139 -0.0735
H 0.8513 -3.6906 0.1261 0.0489 0.1578 0.1249
C -3.2779 3.9318 -0.8239 -0.3302 0.2582 -0.1525
N -2.1381 3.3159 -0.1793 0.2370 0.0550 0.7031
C -1.8797 3.6118 1.1366 -0.6435 0.9582 -0.4707
O -2.4147 4.5074 1.7794 0.5800 -1.1674 -0.5678
C -0.8745 2.6067 1.6431 0.9186 0.4101 -0.3177
C -1.5195 1.6847 2.6788 -0.3019 0.1507 0.1111
C -2.8192 1.1126 2.1548 -0.1991 -0.3574 0.3014
C -4.0076 1.8359 2.3025 -0.0783 0.0704 -0.0730
C -5.2089 1.3466 1.7910 0.1859 -0.1577 -0.0529
C -5.2381 0.1058 1.1445 0.1619 0.1399 0.0012
C -4.0582 -0.6320 1.0135 0.0335 0.0681 0.0575
C -2.8577 -0.1390 1.5348 -0.1648 0.1665 -0.1681
N -0.4891 1.9085 0.4006 1.1852 -1.0797 0.0866
C 0.3240 0.8290 0.4440 -1.2256 0.6091 -0.2909
C 0.2567 -0.2117 -0.4806 -0.5512 -0.6347 0.2529
C 1.3090 -1.1053 -0.6521 1.3323 3.9011 -1.2819
C 1.5968 -1.7116 -1.9261 -0.3466 -1.3401 -0.8971
C 2.9221 -2.0402 -2.3347 -0.7169 0.2044 0.2280
C 3.1691 -2.5040 -3.6213 -0.1052 0.0439 -0.0953
C 2.1224 -2.6155 -4.5468 -0.1258 0.3549 0.5199
C 0.8107 -2.3142 -4.1516 -0.0254 -0.0490 0.0708
C 0.5365 -1.9133 -2.8452 0.6014 -0.2392 -0.0468
C -1.2074 2.3834 -0.7991 -0.7949 -0.2180 -0.2717
C -0.3279 3.0449 -1.9409 0.0123 -0.0469 0.8386
C 0.4209 4.2382 -1.3466 0.0040 0.1573 -0.1894
C -1.2405 3.4755 -3.0856 -0.1883 0.2463 -0.2416
C 0.6686 2.0574 -2.5297 0.2922 -0.1359 -0.1067
H -4.1329 3.8993 -0.1321 0.3086 0.0450 -0.1969
H -3.0659 4.9860 -1.0679 -0.1859 -0.3593 0.0212
H -3.5364 3.3835 -1.7373 0.0784 0.1564 0.3153
H 0.0013 3.1362 2.0416 -0.1705 -0.1103 0.1177
H -0.8247 0.8878 2.9739 -0.0802 0.1738 -0.0569
H -1.7196 2.3136 3.5573 0.1060 -0.2160 -0.1308
H -3.9827 2.8046 2.8094 -0.0433 -0.3362 -0.1735
H -6.1158 1.9437 1.8963 0.2137 -0.2499 -0.0018
H -6.1790 -0.2794 0.7478 0.3094 0.0896 0.1025
H -4.0629 -1.5977 0.5047 -0.0745 0.2457 0.1974
H -1.9378 -0.7264 1.4544 -0.2955 0.1287 -0.0133
H 1.0253 0.8021 1.2829 -0.2184 -0.0003 -0.1614
H -0.6320 -0.2538 -1.1230 0.4782 0.1582 0.2140
H 2.1313 -1.0919 0.0894 -0.5925 1.7181 -2.0526
H 3.7464 -1.9170 -1.6312 -0.2617 0.0794 -0.3135
H 4.1895 -2.7654 -3.9084 -0.3357 0.1315 0.0335
H 2.3324 -2.9035 -5.5726 -0.0638 -0.0577 0.1792
H -0.0110 -2.3924 -4.8648 0.2710 -0.0896 0.1685
H -0.4975 -1.7847 -2.5073 0.4148 0.0942 -0.3058
H -1.7689 1.5377 -1.2416 0.0935 0.2523 0.0801
H 1.1225 3.9161 -0.5678 -0.0991 0.0835 -0.0836
H 1.0006 4.7311 -2.1372 -0.0815 -0.0614 0.1981
H -0.2706 4.9785 -0.9262 0.1633 -0.1186 -0.0455
H -1.8969 2.6480 -3.3908 0.0555 0.2212 0.0250
H -1.8460 4.3546 -2.8403 0.1203 -0.2657 -0.0921
H -0.6289 3.7419 -3.9601 -0.1275 -0.0804 0.2788
H 0.1586 1.1836 -2.9541 0.1542 0.0480 0.0767
H 1.2196 2.5469 -3.3468 -0.1871 -0.1164 0.2262
H 1.4076 1.7294 -1.7954 -0.0527 -0.0370 -0.1223
```
Forces are in eV/Å.

Charge: +1
Molecular weight in g/mol: 472.70


A cluster of 2 separate species, C31H42N3O2 in total. Source: the Open Molecules 2025 dataset; level of theory: ωB97M-V/def2-TZVPD.

Structure (XYZ):
```
78
Properties=species:S:1:pos:R:3:forces:R:3
C -3.8083 -4.4872 2.2437 -0.0067 -0.1365 0.0618
O -4.0787 -3.4423 3.2007 0.3678 0.4586 -0.4562
C -3.7650 -2.2184 2.7251 0.3022 0.1066 -1.3190
O -3.3654 -2.0456 1.5848 -0.4992 -0.1353 1.2600
C -3.9663 -1.1420 3.7700 0.9554 0.1133 0.2357
C -5.4317 -0.9544 4.1880 -0.1270 -0.3719 0.1897
C -5.6228 0.5555 4.3728 -0.2348 0.3394 -0.1526
C -4.2371 1.1704 4.1271 0.1341 0.0093 0.7477
N -3.4703 0.1743 3.3655 -1.2148 0.3245 -0.8366
C -2.0737 0.3781 3.2712 1.5073 -0.0154 -1.1800
C -1.3500 0.1970 2.1189 -1.5850 0.1603 1.8186
C 0.1383 0.2221 2.0865 0.6328 -0.0514 0.2788
C 0.8070 0.9501 3.2722 -0.0754 -0.0754 -0.1841
C 0.1165 0.5861 4.5872 0.0357 -0.1962 -0.0752
C -1.3849 0.8652 4.5343 0.2678 0.2433 0.1448
H -3.9782 -5.4085 2.7985 0.0391 0.0289 -0.1889
H -4.4847 -4.4080 1.3846 0.1150 -0.0272 0.2532
H -2.7734 -4.4210 1.8756 -0.3754 -0.0393 0.2354
H -3.3888 -1.4773 4.6529 -0.1565 -0.1504 -0.0726
H -6.1322 -1.3678 3.4498 0.2665 0.0820 0.2012
H -5.5622 -1.4947 5.1337 -0.2540 0.0911 -0.3332
H -6.3803 0.9575 3.6848 0.2991 -0.1911 0.1208
H -5.9673 0.7814 5.3918 0.0994 0.0144 -0.3496
H -4.2677 2.1663 3.6562 0.0752 -0.4943 -0.1197
H -3.7917 1.3107 5.1253 0.0640 0.1446 -0.1419
H -1.8621 -0.0628 1.1966 -0.1756 -0.1941 0.2557
H 0.4970 -0.8247 2.0846 -0.0699 0.2165 -0.0709
H 0.4674 0.6336 1.1286 0.1152 0.0133 0.5193
H 1.8653 0.6623 3.3243 -0.1631 0.1246 -0.0487
H 0.7772 2.0416 3.1280 -0.0953 -0.2189 -0.0129
H 0.2620 -0.4845 4.7829 0.0755 0.1226 -0.0239
H 0.5719 1.1372 5.4238 -0.1283 -0.1917 -0.2151
H -1.5146 1.9561 4.6173 -0.2053 -0.2013 0.0140
H -1.8606 0.4280 5.4205 0.0234 0.0500 -0.1265
C 8.3870 2.8685 -1.4476 -0.3440 -0.4141 -0.1730
N 7.2025 3.4639 -2.0438 0.3212 0.4514 0.1807
C 7.5002 4.4548 -3.0588 -0.2118 -0.0431 0.0153
C 5.8904 3.0896 -1.7397 -0.5133 -0.0781 0.3604
C 5.0975 3.8830 -0.8660 0.4065 -0.3618 -0.3412
C 3.8154 3.4956 -0.5314 -0.5720 -0.0842 -0.1244
C 3.2222 2.3138 -1.0713 0.7126 0.0394 -0.3427
C 1.8818 1.9168 -0.7480 -0.3367 -0.1995 -0.0687
C 1.2998 0.7211 -1.1712 0.2214 -0.3320 0.3278
C -0.0714 0.4346 -1.1481 0.3303 0.7922 -1.0346
C -0.6607 -0.4936 -2.0833 -0.1715 -0.6780 0.0809
C -1.9098 -0.2507 -2.7212 0.0708 0.4079 0.6901
C -2.4138 -1.1136 -3.6702 0.0970 -0.6728 0.0214
C -1.7167 -2.3039 -4.0074 0.0930 0.0799 0.4121
N -2.3114 -3.2537 -4.8483 -0.3247 0.2755 -0.4938
C -1.6815 -3.6768 -6.0910 0.3042 0.0684 0.3881
C -3.2611 -4.2256 -4.3218 -0.0157 0.2242 0.0010
C -0.4494 -2.5300 -3.4247 -0.3065 0.1599 0.0873
C 0.0316 -1.6712 -2.4533 0.5126 0.1896 -0.3893
C 4.0190 1.5524 -1.9795 -0.1262 0.0746 0.3225
C 5.3169 1.9182 -2.2805 0.2260 -0.0322 0.2111
H 8.1323 2.3757 -0.5036 0.1184 0.0711 -0.1653
H 8.8557 2.1382 -2.1264 0.0397 0.0506 0.2242
H 9.1148 3.6705 -1.2585 -0.1499 -0.2483 0.0902
H 6.6070 5.0439 -3.2903 0.1998 -0.0457 -0.0159
H 8.2917 5.1130 -2.6790 -0.1911 0.0654 -0.1951
H 7.8661 3.9733 -3.9806 -0.0983 0.2039 0.0751
H 5.5639 4.7680 -0.4287 -0.2753 -0.2239 -0.1461
H 3.2355 4.1160 0.1552 0.1239 -0.2233 -0.1299
H 1.2606 2.6386 -0.2053 0.1789 -0.2115 -0.0814
H 1.9669 -0.0187 -1.6152 -0.3461 0.2954 -0.2315
H -0.7243 1.0666 -0.5411 0.0102 0.0616 -0.4057
H -2.4637 0.6581 -2.4668 0.1652 -0.3152 -0.0795
H -3.3699 -0.9208 -4.1599 0.3061 -0.0304 0.1881
H -1.0472 -2.8651 -6.4677 -0.1602 -0.2674 -0.0290
H -1.0706 -4.5877 -5.9593 -0.0823 0.1661 -0.1364
H -2.4757 -3.8929 -6.8227 0.3213 0.0849 0.1568
H -3.7093 -3.8617 -3.3889 0.0815 -0.1128 -0.2715
H -4.0449 -4.3772 -5.0766 0.0447 -0.0598 0.3052
H -2.7704 -5.1997 -4.1349 -0.1410 0.2610 0.0499
H 0.0978 -3.4308 -3.6977 -0.1052 0.1808 0.1466
H 0.9760 -1.9028 -1.9564 -0.2836 -0.0161 -0.1453
H 3.5992 0.6714 -2.4626 0.1558 0.2374 0.1117
H 5.9351 1.2963 -2.9333 -0.2951 0.2561 0.1240
```
Forces are in eV/Å.

ΔE to the lowest compared entry with this formula, charge and spin in kJ/mol: 0.0
Charge: +1
Molecular weight in g/mol: 488.70


A structure of composition C31H42N6O6P2V. Source: the Open Molecules 2025 dataset; level of theory: ωB97M-V/def2-TZVPD.

Structure (XYZ):
```
88
Properties=species:S:1:pos:R:3:forces:R:3
V -0.4818 0.9962 0.4301 0.7188 0.3180 0.2363
C -1.8975 1.6506 -3.6062 -0.8128 0.0891 -0.2501
C -1.1029 1.8230 -2.4987 -1.2859 -0.9735 0.9083
N -1.6156 1.5280 -1.2747 0.2491 -0.2709 0.0340
C -2.9141 1.1890 -1.0771 0.5395 1.6343 -2.4274
C -3.7061 1.2082 -2.2482 -0.9602 -0.8731 0.5903
N -3.2042 1.3292 -3.4601 0.7122 0.5508 -0.3207
C -3.3911 1.0477 0.3026 -0.3358 -1.0861 0.8411
C -4.7217 0.9523 0.7168 0.9889 0.3348 0.9271
C -4.9940 0.8637 2.1129 0.3947 0.3826 -0.0756
C -3.9382 0.8073 3.0181 1.7412 -0.0971 -0.5574
C -2.6098 0.8535 2.4974 -1.3886 0.8067 0.2243
N -2.3671 0.9490 1.1888 -1.3332 0.0856 -0.1774
C -1.3789 1.0185 3.2748 1.8426 -0.0289 1.3286
C -1.2735 1.3210 4.6636 -1.4743 -0.6520 -0.8052
N -0.1359 1.3253 5.3233 -0.4602 0.6622 -0.3906
C 0.9461 1.1917 4.5876 1.4111 -0.5221 1.4772
C 0.9403 0.9331 3.2381 -0.2156 0.7277 -0.3961
N -0.2100 0.8911 2.5687 -0.7399 -0.3303 0.5242
C -6.3653 0.8948 2.6366 -1.4122 0.4577 0.2005
C -7.4007 0.3883 1.8357 0.6042 0.6520 1.3850
C -8.6453 0.2703 2.4056 -1.1625 -0.9723 -0.4064
N -8.9272 0.5617 3.6595 -0.1988 0.8561 0.5903
C -8.0153 1.2148 4.3870 0.4522 -0.7252 0.0807
C -6.7234 1.4325 3.9147 1.0528 -0.8124 -0.8796
H -1.5023 1.8118 -4.6216 -0.3909 -0.1944 0.5270
H -0.0664 2.0912 -2.5635 0.2760 0.1579 0.1663
H -4.8033 1.0268 -2.1909 0.9142 0.1196 -0.0684
H -5.5446 1.0400 0.0359 -0.1056 0.0387 -0.3008
H -4.0952 0.7126 4.0973 -0.0146 0.0664 -0.5314
H -2.1514 1.5404 5.2734 -0.0023 -0.1966 -0.3327
H 1.8477 1.2515 5.2023 0.1407 -0.1287 -0.6902
H 1.8594 0.8624 2.6709 -0.0321 -0.0519 -0.0451
H -7.2531 0.0404 0.8506 0.2476 -0.4030 -0.8716
H -9.4643 -0.2156 1.8416 0.5210 0.4053 0.2796
H -8.2647 1.4088 5.4392 -0.0136 0.2292 -0.6002
H -5.9343 1.8849 4.5327 -0.6289 -0.0999 -0.1931
C 2.7380 3.7022 -4.0788 0.1459 -0.2102 0.2986
C 2.7984 3.4094 -2.5633 -0.3235 0.1155 -0.5587
C 4.0026 4.0463 -1.9523 0.6801 0.0959 0.0542
O 2.9487 1.9238 -2.3998 -0.7713 -0.6862 0.1691
P 2.4452 0.9543 -1.2589 -0.1803 -0.1159 0.0893
O 1.3118 1.5586 -0.4376 1.6867 -0.4347 -0.3941
C 1.7671 -0.6490 -1.9599 0.2589 0.2624 -0.1191
P 0.8614 -1.7428 -0.7710 -2.3896 1.9334 0.8460
O -0.2524 -0.9853 0.0203 2.2519 -1.2037 -1.4126
O 0.0955 -2.7885 -1.6212 0.0890 0.1934 -0.4416
C 0.6284 -3.8889 -2.4322 -0.3158 -0.2534 -0.1261
C -0.0003 -5.1474 -1.8982 0.1886 -0.7675 1.3199
C 0.1386 -3.7694 -3.8581 -0.0527 0.7676 -1.0966
O 1.9571 -2.4140 0.0624 0.7577 -0.1379 0.7225
C 2.0637 -3.0702 1.4192 -0.0455 -0.1366 -0.1215
C 0.7092 -3.2211 2.0685 -0.5041 -0.5284 0.6052
C 3.0115 -2.2792 2.2655 0.2795 0.1514 0.7887
O 3.7513 0.5302 -0.4503 -1.2429 0.3065 -0.3799
C 5.1031 0.3155 -1.0357 -0.0486 -0.4672 -0.6294
C 6.1117 0.9521 -0.0981 -0.1354 -0.6609 -0.1328
C 5.3391 -1.1827 -1.3153 0.4109 0.6343 -0.1241
H 2.7531 4.8253 -4.2062 0.0338 -1.2929 -0.0227
H 1.7990 3.2897 -4.5130 0.7489 0.3201 0.0980
H 3.6512 3.2232 -4.5586 -1.2219 0.7365 0.4165
H 1.8903 3.7463 -2.0307 0.2213 -0.4791 -0.2782
H 4.8844 3.8182 -2.5828 -0.3090 0.1990 0.4502
H 4.1665 3.6639 -0.9381 0.0380 0.2514 -0.1253
H 3.8531 5.1369 -1.9219 0.1676 -0.3787 0.0558
H 2.5943 -1.2306 -2.3947 -0.1294 0.1215 0.2357
H 1.0697 -0.4889 -2.8059 0.1888 0.2572 0.5138
H 1.7440 -3.8799 -2.4222 -0.7615 -0.0236 0.3502
H -0.9738 -5.3232 -2.3566 -0.0368 0.1720 0.2138
H -0.0866 -5.2397 -0.7875 0.0740 0.4516 -0.8242
H 0.6253 -5.9731 -2.1834 0.2738 -0.5421 -0.2791
H -0.9761 -3.5397 -3.9263 1.4423 -0.7061 0.1869
H 0.4462 -4.7125 -4.3849 -0.6929 0.8082 0.3968
H 0.6558 -2.9574 -4.3992 -0.1729 -0.1871 0.1796
H 2.5750 -4.0078 1.1868 -0.5181 -0.0481 -0.1755
H 0.3766 -2.2580 2.4912 -0.0629 -0.2961 -0.4988
H 0.7148 -3.9198 2.9360 0.4776 0.3616 -0.5983
H -0.0306 -3.6508 1.3846 0.0244 0.3305 0.0466
H 2.5205 -1.4154 2.7446 0.2073 -0.2145 -0.3436
H 3.8649 -1.9531 1.6662 0.0141 -0.0260 0.2859
H 3.3495 -2.9447 3.0980 -0.0924 0.5226 -0.6848
H 5.1537 0.8232 -2.0178 -0.2629 0.0298 0.5516
H 6.1311 0.4321 0.8963 0.0345 0.6140 -0.8785
H 5.8779 2.0229 -0.0143 0.2951 -0.3661 0.2264
H 7.0689 0.8066 -0.6307 -0.1515 0.3068 0.6216
H 5.1585 -1.8096 -0.4493 0.1338 0.0229 0.2864
H 6.4059 -1.2595 -1.6234 -0.7389 -0.2065 0.1746
H 4.7130 -1.5750 -2.1260 0.1972 0.2472 0.0610
```
Forces are in eV/Å.

Charge: +2
Molecular weight in g/mol: 707.60
Multiplicity: 4


| no. | E (hartree) |
| --- | --- |
| 1 | -1445.6746 |
| 2 | -1520.8608 |
| 3 | -3612.9382 |